[1]
# C6H28N2O7

A cluster of 8 separate species, C6H28N2O7 in total (the ωB97M-V functional and the def2-TZVPD basis, the OMol25 dataset).

```
43
C6H28N2O7, DFT the ωB97M-V functional and the def2-TZVPD basis
N -1.841 1.474 -2.714
C -0.605 1.848 -2.046
C -0.029 1.235 -0.808
N 0.222 2.264 0.229
C 0.771 1.724 1.467
C -0.267 1.589 2.496
C -1.295 2.660 2.101
C -1.134 2.936 0.597
H -2.717 2.001 -2.730
H -2.162 0.588 -2.404
H 0.096 1.932 -2.950
H -0.526 2.989 -2.030
H -0.452 0.288 -0.385
H 0.912 0.857 -1.127
H 1.378 0.755 1.177
H 1.531 2.491 1.738
H -0.560 0.547 2.778
H 0.133 1.829 3.510
H -1.159 3.616 2.685
H -2.292 2.254 2.372
H -1.962 2.422 -0.028
H -0.939 3.924 0.228
O 2.350 -1.069 -1.702
H 2.713 -0.663 -0.862
H 2.480 -0.573 -2.538
O 3.035 1.167 -2.087
H 3.102 1.760 -2.907
H 2.386 1.655 -1.533
O -1.667 -2.941 -0.066
H -0.950 -3.600 -0.279
H -1.622 -2.582 0.802
O -3.948 -1.824 0.707
H -4.463 -1.271 0.104
H -3.356 -2.392 0.213
O 2.709 -2.189 0.763
H 2.729 -2.839 1.475
H 1.810 -2.164 0.490
O 0.667 -3.877 -0.958
H 1.588 -3.955 -0.634
H 0.674 -2.965 -1.291
O 0.414 -1.998 2.559
H 0.428 -1.918 1.597
H -0.284 -1.520 3.027
```

Properties
HOMO energy: -8.764 eV
Multiplicity: 1
Structure (SMILES): NCCN1CCCC1.O.O.O.O.O.O.O
Relative energy (zero: lowest compared OMol25 entry of this formula, charge and spin): 325.4 kJ/mol
Lowest unoccupied orbital energy: 0.29 eV
Frontier orbital gap: 9.054 eV

Atomic partial charges in e from the Mulliken method, atoms 1 to 2: N -0.563; C -0.593

***

[2]
# C6H28NO8

A cluster of 9 separate species, C6H28NO8 in total (the ωB97M-V functional and the def2-TZVPD basis, the OMol25 dataset).

```
43
C6H28NO8, DFT the ωB97M-V functional and the def2-TZVPD basis
C -1.482 -0.166 -1.465
C -1.031 1.019 -0.613
C -0.295 0.566 0.553
C 0.004 1.218 1.691
C 0.965 0.570 2.644
C 2.290 0.531 2.461
N -0.301 -0.760 -2.275
H -2.324 0.041 -2.172
H -1.696 -1.031 -0.784
H -0.653 1.867 -1.292
H -2.013 1.443 -0.334
H -0.053 -0.484 0.508
H -0.257 2.287 1.699
H 0.461 0.009 3.386
H 2.834 1.163 1.913
H 2.754 -0.098 3.116
H 0.166 0.004 -2.868
H -0.733 -1.420 -2.922
H 0.264 -1.173 -1.446
H 0.804 -3.010 1.370
H 1.882 -3.788 0.472
O 1.693 -3.043 1.016
H 2.555 -1.134 -0.946
H 1.685 -1.482 0.219
O 1.841 -0.812 -0.484
H 1.211 1.939 -2.913
H 0.119 2.076 -4.092
O 0.366 1.562 -3.363
H -2.276 -3.415 -1.900
H -1.923 -2.637 -0.663
O -1.583 -2.916 -1.484
H -2.106 -2.999 2.189
H -2.138 -1.586 2.109
O -1.604 -2.274 1.744
H 0.486 4.285 0.329
H 0.849 3.176 -0.609
O 0.115 3.767 -0.407
H 3.098 1.562 -1.322
H 1.804 0.975 -0.791
O 2.207 1.783 -1.327
H -2.518 0.869 2.971
H -3.730 0.186 2.206
O -2.930 0.093 2.661
```

Properties
HOMO energy: -12.108 eV
Multiplicity: 1
Total charge: +1
Relative energy (zero: lowest compared OMol25 entry of this formula, charge and spin): 156.6 kJ/mol
Lowest unoccupied orbital energy: -2.51 eV
Frontier orbital gap: 9.601 eV

Atomic partial charges in e from the Mulliken method, atoms 1 to 2: C -0.852; C -0.216

***

[3]
# C6H28O8

A cluster of 8 separate species, C6H28O8 in total (the ωB97M-V functional and the def2-TZVPD basis, the OMol25 dataset).

```
42
C6H28O8, DFT the ωB97M-V functional and the def2-TZVPD basis
C -12.763 4.671 -3.910
C -12.344 3.287 -4.265
O -10.913 3.397 -4.381
H -12.768 5.065 -2.894
H -13.841 4.693 -4.073
H -12.393 5.521 -4.482
H -12.749 3.025 -5.243
H -12.461 2.470 -3.553
H -10.414 2.577 -4.400
C -12.501 -5.662 -3.839
C -13.129 -6.957 -3.361
O -12.621 -7.303 -2.058
H -11.424 -5.784 -3.956
H -12.752 -4.818 -3.196
H -12.895 -5.385 -4.817
H -12.784 -7.734 -4.043
H -14.194 -7.025 -3.579
H -11.860 -7.883 -1.984
C -6.461 -4.702 0.484
C -6.110 -5.760 -0.577
O -5.541 -4.951 -1.569
H -6.853 -3.741 0.152
H -5.656 -4.592 1.211
H -7.219 -5.250 1.044
H -7.043 -6.191 -0.939
H -5.510 -6.531 -0.093
H -5.651 -5.326 -2.446
O -2.184 -0.343 -5.898
H -2.013 -1.284 -5.867
H -1.361 0.041 -6.200
O -10.201 -0.864 -8.952
H -10.133 0.030 -9.288
H -9.326 -1.060 -8.615
O -5.334 -5.816 -7.033
H -5.896 -5.693 -7.798
H -4.970 -6.694 -7.141
O -7.129 -1.456 -5.122
H -6.246 -1.247 -4.816
H -7.314 -2.319 -4.751
O -1.454 1.652 -1.440
H -1.221 2.555 -1.655
H -2.016 1.371 -2.162
```

Properties
HOMO energy: -10.041 eV
Multiplicity: 1
Structure (SMILES): CCO.CCO.CCO.O.O.O.O.O
Relative energy (zero: lowest compared OMol25 entry of this formula, charge and spin): 390.8 kJ/mol
Lowest unoccupied orbital energy: 0.20 eV
Frontier orbital gap: 10.240 eV

Atomic partial charges in e from the Mulliken method, atoms 1 to 2: C -1.087; C -0.071

***

[4]
# C6H28O8

A cluster of 9 separate species, C6H28O8 in total (the ωB97M-V functional and the def2-TZVPD basis, the OMol25 dataset).

```
42
C6H28O8, DFT the ωB97M-V functional and the def2-TZVPD basis
C 2.745 -0.559 -1.054
C 1.477 -1.219 -0.947
C 1.107 -2.234 0.149
C 0.089 -3.285 -0.174
C 0.417 -1.049 -1.966
C 0.774 -1.946 -3.140
H 3.465 -0.434 -0.244
H 3.158 -0.229 -1.957
H 0.857 -1.536 1.014
H 2.072 -2.618 0.603
H -0.289 -3.250 -1.189
H -0.908 -3.164 0.308
H 0.427 -4.431 -0.092
H 0.178 0.050 -2.191
H -0.514 -1.441 -1.573
H 0.986 -1.258 -4.030
H 0.003 -2.712 -3.301
H 1.541 -2.690 -2.899
O -1.038 0.353 0.615
H -0.313 0.684 0.042
H -1.548 1.278 0.766
O 2.579 2.622 -2.149
H 3.226 2.081 -1.656
H 2.245 3.110 -1.256
O -0.285 -0.408 3.066
H 0.645 -0.409 3.505
H -0.052 0.084 2.370
O -1.394 1.935 -1.389
H -0.590 1.475 -1.683
H -2.153 1.672 -1.817
O -2.101 1.522 2.648
H -2.789 0.827 2.583
H -2.026 1.667 3.599
O -3.702 -0.826 0.775
H -3.352 -1.506 1.162
H -3.165 -0.199 0.644
O 0.752 2.100 2.939
H 0.289 1.488 2.274
H 0.435 3.055 2.722
O -0.842 3.543 0.795
H -1.557 3.963 0.346
H -0.847 3.895 1.782
```

Properties
HOMO energy: -8.474 eV
Multiplicity: 1
Structure (SMILES): C=C(CC)CC.O.O.O.O.O.O.O.O
Relative energy (zero: lowest compared OMol25 entry of this formula, charge and spin): 658.3 kJ/mol
Lowest unoccupied orbital energy: 0.11 eV
Frontier orbital gap: 8.584 eV

Atomic partial charges in e from the Mulliken method, atoms 1 to 2: C -1.253; C 0.603

***

[5]
# C6H29ClI2O8Si

A cluster of 9 separate species, C6H29ClI2O8Si in total (the ωB97M-V functional and the def2-TZVPD basis, the OMol25 dataset).

```
47
C6H29ClI2O8Si, DFT the ωB97M-V functional and the def2-TZVPD basis
C 2.247 -1.092 0.726
C 2.156 -0.033 -0.402
C 1.092 1.096 -0.184
Cl 0.381 1.463 -1.841
Si -0.288 0.737 1.080
I -0.587 2.879 2.355
C -1.980 0.307 0.342
C -2.083 -1.259 0.232
C -1.946 -1.654 -1.270
I -3.867 -2.065 1.151
H 2.370 -0.672 1.727
H 3.143 -1.698 0.530
H 1.402 -1.792 0.656
H 2.017 -0.536 -1.362
H 3.133 0.459 -0.445
H 1.607 2.019 0.099
H 0.032 -0.264 2.095
H -2.165 0.808 -0.613
H -2.748 0.657 1.049
H -1.227 -1.681 0.774
H -1.245 -0.928 -1.709
H -1.508 -2.650 -1.363
H -2.894 -1.552 -1.786
O 4.900 0.703 -2.063
H 4.475 1.501 -2.392
H 5.185 0.249 -2.865
O 3.334 1.834 -4.433
H 2.523 1.867 -3.916
H 3.527 2.756 -4.628
O 1.013 5.852 1.201
H 0.516 5.109 1.567
H 0.577 6.036 0.365
O -3.259 -3.223 -3.328
H -3.765 -3.952 -2.956
H -3.692 -3.045 -4.169
O -7.045 0.262 1.114
H -6.133 0.006 0.947
H -6.996 0.803 1.906
O -1.416 2.091 5.916
H -1.122 2.168 5.001
H -0.603 1.988 6.417
O 5.800 -2.294 -2.955
H 5.250 -3.076 -3.045
H 5.567 -1.941 -2.090
O -1.580 -2.566 4.345
H -2.079 -3.300 4.711
H -2.021 -2.376 3.510
```

Properties
HOMO energy: -9.987 eV
Multiplicity: 1
Structure (SMILES): CC[C@@H](Cl)[Si@@H](I)C[C@H](C)I.O.O.O.O.O.O.O.O
Lowest unoccupied orbital energy: -0.10 eV
Frontier orbital gap: 9.888 eV

Atomic partial charges in e from the Mulliken method, atoms 1 to 2: C -1.370; C -0.276

***

[6]
# C6H29O9

A cluster of 9 separate species, C6H29O9 in total (the ωB97M-V functional and the def2-TZVPD basis, the OMol25 dataset).

```
44
C6H29O9, DFT the ωB97M-V functional and the def2-TZVPD basis
C -3.001 -0.064 1.225
O -2.926 1.215 0.958
C -2.381 -0.850 -0.196
C -1.350 -2.016 -0.056
C 0.073 -1.546 0.303
C 1.070 -2.254 -0.551
C 1.377 -3.718 -0.231
H -4.068 -0.239 1.410
H -2.332 -0.426 2.057
H -1.909 0.021 -0.655
H -3.284 -1.393 -0.429
H -1.803 -2.703 0.683
H -1.597 -2.698 -0.976
H 0.149 -0.425 0.361
H 0.143 -1.893 1.369
H 1.991 -1.676 -0.442
H 0.722 -2.223 -1.586
H 0.970 -4.393 -0.914
H 2.514 -3.691 -0.047
H 1.083 -3.889 0.923
H 1.639 3.846 1.539
H 0.675 3.237 0.505
O 1.616 3.300 0.694
H -1.112 3.325 -0.329
H -1.975 1.671 0.708
O -0.769 2.471 -0.149
H 0.356 0.627 3.095
H 0.510 -0.688 3.490
O 0.338 0.106 3.963
H 3.311 -0.442 1.871
H 3.788 -0.410 0.544
O 3.863 -0.952 1.322
H -2.672 2.046 -2.428
H -1.493 2.131 -1.471
O -1.785 2.090 -2.426
H -0.971 0.826 -3.442
H 0.432 0.452 -3.017
O -0.152 0.282 -3.758
H 1.595 1.366 -0.094
H 2.524 1.656 0.945
O 2.185 0.854 0.480
H 0.254 2.369 -1.287
H 1.281 2.707 -2.293
O 1.119 1.991 -1.666
```

Properties
HOMO energy (spin up / spin down): -9.916 / -9.915 eV
Multiplicity: 2
Relative energy (zero: lowest compared OMol25 entry of this formula, charge and spin): 155.8 kJ/mol
Lowest unoccupied orbital energy (spin up / spin down): -0.03 / -4.93 eV
Frontier orbital gap (spin up / spin down): 9.882 / 4.987 eV

Atomic partial charges in e from the Mulliken method, atoms 1 to 2: C -0.140; O -0.337

***

no.,M (g mol⁻¹),maximum force (eV Å⁻¹)
1,240.3,5.18
2,242.3,4.64
3,228.3,2.90
4,228.3,10.58
5,546.6,1.85
6,245.3,5.86